Entry 1:
Density functional theory data (wB97M-V/def2-TZVPD) for C4H4O in the gas phase.

Structure (XYZ):
```
9
Properties=species:S:1:pos:R:3:forces:R:3:nbo_charge:R:1
C 0.3084 -0.2608 1.4134 -0.603 -0.045 -0.050 -0.65
H 0.0932 -1.2085 1.9119 -0.086 0.056 -0.101 0.23
H -1.5054 -0.4233 -0.4509 -1.007 -0.636 3.656 0.32
C 0.1034 0.5567 -2.1466 -0.086 0.707 -0.975 0.61
C -0.2525 0.3068 -0.9581 2.373 1.302 -0.270 -0.39
C -0.6679 -0.0251 0.2431 0.188 -1.242 -2.027 -0.12
H 1.3620 -0.2840 1.0692 -0.741 0.123 -0.130 0.23
O 0.3224 0.8275 -3.2721 0.167 -0.227 0.171 -0.47
H 0.2363 0.5106 2.1900 -0.205 -0.039 -0.275 0.24
```
Forces are in eV/Å.

Values from the calculation:
**HOMO**: -8.282 eV
**Structure (SMILES)**: CC=C=C=O
**LUMO energy**: -0.5 eV
**Spin multiplicity**: 1
**M**: 68.1 Da
**Kohn-Sham gap**: 7.8 eV



Entry 2:
Density functional theory data (wB97M-V/def2-TZVPD) for a 2-piece molecular cluster, C2H5NOS overall.

Structure (XYZ):
```
10
Properties=species:S:1:pos:R:3:forces:R:3:nbo_charge:R:1
H 2.5977 -0.2196 -0.3163 -1.424 -0.453 -0.546 0.26
H 1.8990 -1.1086 0.9323 -0.338 -0.069 -0.215 0.27
C 0.5364 0.1683 0.2217 -2.847 1.707 0.145 0.53
N 0.1139 1.2731 0.4473 3.778 -2.059 -0.948 -0.55
C 1.6116 -0.7370 -0.0750 3.010 3.171 3.698 -0.74
S -2.2465 -0.8393 0.2440 1.080 0.605 -0.489 -0.06
O -2.4845 0.7390 -0.3788 0.089 -0.122 1.556 -0.89
H 1.3411 -1.5558 -0.5676 -0.983 -3.014 -2.647 0.26
H -2.6326 0.7086 -1.3115 -0.051 -0.319 -0.935 0.48
H -0.7360 1.5715 0.8040 -2.312 0.553 0.381 0.44
```
Forces are in eV/Å.

Values from the calculation:
**HOMO (spin up / spin down)**: -7.736 / -7.017 eV
**LUMO energy (spin up / spin down)**: -0.2 / -0.7 eV
**Spin multiplicity**: 1
**M**: 91.1 Da
**Kohn-Sham gap (spin up / spin down)**: 7.6 / 6.3 eV



Entry 3:
Density functional theory data (wB97M-V/def2-TZVPD) for C4H6ClF in the gas phase.

Structure (XYZ):
```
12
Properties=species:S:1:pos:R:3:forces:R:3:nbo_charge:R:1
H 1.1323 1.1657 0.9536 0.442 -0.073 -0.219 0.22
C 0.1563 1.1745 0.5029 0.098 1.413 0.518 -0.42
H -0.2067 2.1932 0.3157 -0.002 -0.625 -0.065 0.24
H -0.4421 -0.6216 1.7742 -0.043 0.862 -0.765 0.23
H 1.2805 -0.6895 -1.7573 -0.308 0.406 0.198 0.18
H 1.4898 -1.0935 -0.0468 0.124 0.059 0.127 0.16
H -1.8449 0.3703 1.1227 0.780 -0.054 -0.172 0.24
F 0.1231 -2.1204 -1.0432 -0.540 -1.381 -0.256 -0.36
C -0.2458 0.0507 -0.3681 -0.273 0.472 -0.670 -0.09
C -0.7689 0.1414 1.0251 -1.126 -1.370 1.028 -0.42
C 0.7460 -0.9366 -0.8304 1.048 -0.005 0.405 0.05
Cl -1.4196 0.3657 -1.6484 -0.198 0.296 -0.128 -0.03
```
Forces are in eV/Å.

Values from the calculation:
**HOMO**: -10.269 eV
**Structure (SMILES)**: FCC1(Cl)CC1
**LUMO energy**: 1.0 eV
**Spin multiplicity**: 1
**M**: 108.5 Da
**Kohn-Sham gap**: 11.2 eV



Calculated relative energy (zero: lowest compared OMol25 entry of this formula, charge and spin) in order - 3.4437 4.5108 0.5057 eV